P.
Density functional theory data (ωB97M-V/def2-TZVPD) for a cluster of 2 separate species, C2H5O2S in total.

Last column: Mulliken charge in e.
Cartesian coordinates (Å):
O 0.348 -1.808 1.032  -0.617
C -0.249 -0.780 0.776  0.604
O -1.556 -0.828 0.381  -0.430
C 0.283 0.583 0.782  -0.441
H -1.730 -1.755 0.191  0.300
H -0.471 1.318 0.981  0.263
H 0.570 0.713 -0.340  -0.069
H 1.158 0.641 1.401  0.247
S 0.924 0.363 -2.306  -0.826
H 0.723 1.553 -2.900  -0.031

The value obtained for the LUMO energy is 0.13746 Ha. The net charge is -1. The value obtained for the molecular weight is 93.13 g/mol.


Q.
Density functional theory data (ωB97M-V/def2-TZVPD) for a cluster of 2 separate species, C2H5O2S in total.

Last column: Mulliken charge in e.
Cartesian coordinates (Å):
C -1.180 1.216 -0.194  -0.727
S 0.142 1.753 0.909  -0.281
H -0.889 0.445 -0.895  0.271
H -1.533 2.081 -0.750  0.288
H -2.003 0.766 0.347  0.238
O -0.122 -1.586 0.141  -0.621
C 1.096 -1.756 0.018  0.006
O 1.995 -0.884 -0.115  -0.707
H 1.478 -2.815 0.015  0.368
H 1.016 0.781 0.526  0.165

The value obtained for the LUMO energy is 0.13785 Ha. The net charge is -1. The value obtained for the molecular weight is 93.13 g/mol.


R.
Density functional theory data (ωB97M-V/def2-TZVPD) for a structure of composition C2H5O2S.

Last column: Mulliken charge in e.
Cartesian coordinates (Å):
C -0.500 -0.676 -1.472  -0.714
S -1.848 -0.688 -0.131  -0.659
H -0.963 -0.955 -2.427  0.241
H 0.362 -1.356 -1.287  0.207
H -0.102 0.366 -1.470  0.172
O 1.674 1.056 2.459  -0.528
C 1.014 0.719 1.480  0.315
O -0.303 0.991 1.272  -0.411
H 1.524 0.374 0.511  0.167
H -0.859 0.169 1.064  0.212

The value obtained for the LUMO energy is 0.15197 Ha. The net charge is -1. The value obtained for the molecular weight is 93.13 g/mol.


Comparing the structures above, Q comes out on top by 0.076 eV.